Record 1
C10H21N4O7P | ωB97M-V with the def2-TZVPD basis set

Summary:
SMILES = CNC(=O)[C@H](CCC(N)=O)NC(C)=O.NC(=O)CP(=O)(O)O
E = -1480.9066 Eh
Kohn-Sham gap = 10.2322 eV
E_HOMO = -0.3612 Eh
LUMO = 0.404 eV
M = 340.27 g mol⁻¹

```
! wB97M-V def2-TZVPD RIJCOSX def2/J DEFGRID3
* xyz 0 1
C 0.144 5.124 3.359
N -0.469 3.935 2.770
C 0.205 2.852 2.371
O 1.429 2.783 2.480
C -0.555 1.640 1.776
C -0.686 1.714 0.240
C 0.639 1.913 -0.514
C 1.630 0.778 -0.280
N 2.628 0.971 0.552
O 1.512 -0.308 -0.824
N -1.870 1.315 2.367
C -2.963 2.078 2.422
C -4.162 1.473 3.114
O -3.031 3.209 1.962
H 0.719 4.845 4.245
H -0.628 5.842 3.641
H 0.818 5.587 2.635
H -1.469 3.945 2.596
H 0.082 0.781 1.988
H -1.345 2.544 -0.020
H -1.150 0.794 -0.119
H 0.427 1.962 -1.582
H 1.091 2.863 -0.228
H 2.632 1.800 1.135
H 3.252 0.201 0.703
H -1.956 0.396 2.771
H -4.988 2.183 3.074
H -4.448 0.555 2.604
H -3.914 1.263 4.152
N 1.789 -2.362 -2.817
C 1.048 -3.393 -3.308
O -0.158 -3.364 -3.141
C 1.742 -4.471 -4.068
P 0.868 -5.966 -3.922
O 0.062 -6.211 -5.125
O 1.886 -7.157 -3.779
O -0.098 -6.017 -2.674
H 2.800 -2.417 -2.833
H 1.335 -1.702 -2.178
H 2.747 -4.633 -3.686
H 1.788 -4.209 -5.123
H 1.277 -7.898 -3.895
H -0.659 -5.237 -2.841
*
```

From a Mulliken analysis of the wavefunction, the atomic charges in e read: C -0.99; N -0.04; C 0.26; O -0.76; C 0.24; C -1.06; C -0.60; C 0.16; N -0.25; O -0.79; N -0.17; C 0.85; C -1.35; O -0.72; H 0.31; H 0.37; H 0.30; H 0.23; H 0.40; H 0.36; H 0.51; H 0.43; H 0.35; H 0.23; H 0.24; H 0.28; H 0.34; H 0.37; H 0.35; N -0.27; C 0.64; O -0.72; C -0.54; P 0.92; O -0.69; O -0.54; O -0.48; H 0.20; H 0.28; H 0.37; H 0.33; H 0.32; H 0.37



Record 2
CH3O2S2 | ωB97M-V with the def2-TZVPD basis set

Summary:
E = -986.6102 Eh
Kohn-Sham gap (alpha / beta) = 4.0711 / 7.3673 eV
ΔE to the lowest compared entry with this formula, charge and spin = 73.4 kcal per mole
E_HOMO (alpha / beta) = -0.0064 / -0.1721 Eh
LUMO (alpha / beta) = 3.896 / 2.683 eV
M = 111.17 g mol⁻¹

```
! wB97M-V def2-TZVPD RIJCOSX def2/J DEFGRID3
* xyz -1 3
C -0.940 0.113 0.047
O 1.016 -0.540 -1.539
O 1.079 -1.597 0.919
S 1.707 1.419 0.391
S 0.880 -0.179 -0.139
H -1.062 0.330 1.090
H -0.987 1.040 -0.396
H -1.694 -0.587 -0.373
*
```

From a Mulliken analysis of the wavefunction, the atomic charges in e read: C -1.07; O -0.55; O -0.31; S -0.43; S 0.34; H 0.34; H 0.36; H 0.32